1.
{
  "formula": "C22H44N4O2",
  "method": "ωB97M-V/def2-TZVPD",
  "species": ["O", "C", "C", "N", "C", "C", "C", "C", "C", "C", "C", "N", "C", "C", "N", "C", "C", "O", "C", "N", "C", "C", "C", "C", "C", "C", "C", "C", "H", "H", "H", "H", "H", "H", "H", "H", "H", "H", "H", "H", "H", "H", "H", "H", "H", "H", "H", "H", "H", "H", "H", "H", "H", "H", "H", "H", "H", "H", "H", "H", "H", "H", "H", "H", "H", "H", "H", "H", "H", "H", "H", "H"],
  "positions_angstrom": [[2.88, 1.83, 4.18], [3.64, 0.82, 3.57], [3.75, 1.09, 2.06], [2.44, 1.45, 1.58], [2.32, 1.85, 0.19], [0.92, 2.43, -0.03], [0.72, 2.89, -1.46], [0.95, 1.74, -2.43], [2.36, 1.18, -2.25], [2.56, 0.71, -0.81], [3.06, -0.59, 3.84], [1.81, -0.82, 3.14], [0.63, -0.45, 3.91], [-0.57, -0.40, 2.97], [-0.76, -1.70, 2.34], [-1.97, -1.80, 1.56], [-2.02, -1.03, 0.22], [-1.92, 0.36, 0.43], [-3.33, -1.34, -0.52], [-3.51, -0.38, -1.59], [-2.79, -0.64, -2.83], [-3.45, -1.72, -3.70], [-2.66, -1.94, -4.99], [-2.54, -0.64, -5.77], [-1.89, 0.44, -4.91], [-2.68, 0.66, -3.63], [0.44, -2.10, 1.64], [1.62, -2.15, 2.61], [2.27, 2.14, 3.48], [4.63, 0.85, 4.03], [4.42, 1.94, 1.89], [4.19, 0.21, 1.57], [1.81, 0.67, 1.77], [3.07, 2.64, 0.01], [0.77, 3.26, 0.67], [0.18, 1.66, 0.21], [-0.29, 3.29, -1.59], [1.43, 3.70, -1.69], [0.82, 2.07, -3.46], [0.22, 0.95, -2.23], [2.52, 0.34, -2.94], [3.09, 1.95, -2.48], [3.58, 0.32, -0.69], [1.86, -0.10, -0.59], [2.95, -0.71, 4.93], [3.80, -1.32, 3.50], [0.79, 0.53, 4.36], [0.44, -1.19, 4.71], [-1.47, -0.17, 3.55], [-0.42, 0.40, 2.23], [-2.79, -1.44, 2.18], [-2.13, -2.86, 1.34], [-1.18, -1.36, -0.41], [-2.43, 0.76, -0.30], [-3.33, -2.39, -0.86], [-4.16, -1.22, 0.18], [-4.49, -0.24, -1.80], [-1.78, -0.98, -2.56], [-3.52, -2.66, -3.15], [-4.47, -1.40, -3.95], [-3.14, -2.71, -5.60], [-1.66, -2.30, -4.73], [-1.95, -0.80, -6.68], [-3.53, -0.31, -6.08], [-1.83, 1.38, -5.47], [-0.87, 0.14, -4.66], [-2.20, 1.42, -3.02], [-3.69, 1.01, -3.88], [0.27, -3.10, 1.21], [0.69, -1.41, 0.83], [2.52, -2.45, 2.06], [1.42, -2.89, 3.40]],
  "spin_multiplicity": 1,
  "homo_lumo_gap_ev": 8.98,
  "de_lowest_ev": 0.000,
  "smiles": "O[C@H](CNC1CCCCC1)CN1CCN(C[C@H](O)CNC2CCCCC2)CC1"
}

=====

2.
{
  "formula": "C22H45BBaF4NO10",
  "method": "ωB97M-V/def2-TZVPD",
  "species": ["Ba", "B", "F", "F", "F", "F", "C", "C", "C", "C", "C", "C", "N", "O", "O", "H", "H", "H", "H", "H", "C", "O", "C", "C", "O", "C", "H", "H", "H", "H", "H", "H", "H", "H", "H", "H", "C", "O", "C", "C", "O", "C", "H", "H", "H", "H", "H", "H", "H", "H", "H", "H", "C", "O", "C", "C", "O", "C", "H", "H", "H", "H", "H", "H", "H", "H", "H", "H", "C", "O", "C", "C", "O", "C", "H", "H", "H", "H", "H", "H", "H", "H", "H", "H"],
  "positions_angstrom": [[2.04, 1.21, 0.97], [0.28, -0.94, 2.66], [0.52, 0.32, 3.01], [1.23, -1.64, 3.32], [-1.04, -1.36, 2.82], [0.66, -0.93, 1.34], [-4.43, 0.02, 0.58], [-3.77, -0.84, 1.44], [-4.25, -1.14, 2.68], [-5.62, -0.81, 2.95], [-6.31, 0.00, 2.04], [-5.73, 0.36, 0.86], [-6.26, -1.19, 4.18], [-5.95, -2.25, 4.72], [-7.24, -0.49, 4.49], [-3.94, 0.32, -0.33], [-2.77, -1.16, 1.18], [-3.59, -1.51, 3.45], [-7.33, 0.30, 2.22], [-6.12, 1.10, 0.17], [0.45, -4.07, -6.05], [0.11, -4.54, -4.73], [-0.99, -3.77, -4.12], [-1.14, -3.85, -2.64], [0.04, -3.37, -1.99], [-0.15, -3.79, -0.64], [1.38, -4.51, -6.43], [0.47, -2.98, -6.04], [-0.35, -4.41, -6.70], [-1.82, -4.13, -4.72], [-1.08, -2.72, -4.39], [-1.35, -4.90, -2.45], [-2.03, -3.33, -2.28], [0.23, -4.81, -0.53], [-1.20, -3.72, -0.36], [0.18, -2.98, 0.01], [2.99, 4.47, 2.46], [1.76, 3.70, 2.34], [0.56, 4.36, 2.24], [-0.66, 3.43, 2.05], [-0.36, 2.42, 1.06], [-1.47, 1.55, 0.94], [2.83, 5.22, 3.23], [3.15, 5.03, 1.54], [3.95, 3.95, 2.51], [0.49, 5.20, 1.55], [0.45, 4.85, 3.21], [-1.48, 3.97, 1.57], [-1.03, 3.23, 3.05], [-1.66, 1.08, 1.91], [-1.46, 0.80, 0.15], [-2.38, 2.08, 0.67], [-0.58, 1.06, -5.64], [-0.52, 1.22, -4.24], [0.30, 2.29, -3.78], [0.23, 2.44, -2.24], [1.01, 1.37, -1.54], [0.64, 0.00, -1.82], [-1.35, 1.70, -6.07], [-0.84, 0.04, -5.91], [0.31, 1.41, -6.15], [-0.01, 3.21, -4.26], [1.36, 2.02, -3.86], [-0.82, 2.41, -1.97], [0.46, 3.46, -1.91], [0.78, -0.70, -1.00], [1.17, -0.48, -2.65], [-0.42, -0.12, -2.05], [4.15, 1.51, 4.46], [4.07, 0.93, 3.13], [4.62, -0.39, 2.96], [4.81, -0.72, 1.50], [3.59, -1.00, 0.77], [3.74, -1.60, -0.52], [5.10, 2.01, 4.63], [4.16, 0.82, 5.31], [3.48, 2.35, 4.66], [3.97, -1.02, 3.56], [5.63, -0.42, 3.36], [5.47, -1.59, 1.50], [5.37, 0.12, 1.10], [4.19, -2.59, -0.50], [4.37, -0.83, -0.98], [2.78, -1.72, -1.03]],
  "spin_multiplicity": 1,
  "total_charge": 1,
  "homo_lumo_gap_ev": 8.45,
  "de_lowest_ev": 3.754
}

=====

3.
{
  "formula": "C22H45BCl20IO2",
  "method": "ωB97M-V/def2-TZVPD",
  "species": ["I", "B", "O", "C", "C", "O", "H", "H", "H", "H", "H", "Cl", "C", "C", "Cl", "H", "H", "H", "H", "Cl", "C", "C", "Cl", "H", "H", "H", "H", "Cl", "C", "C", "Cl", "H", "H", "H", "H", "Cl", "C", "C", "Cl", "H", "H", "H", "H", "Cl", "C", "C", "Cl", "H", "H", "H", "H", "Cl", "C", "C", "Cl", "H", "H", "H", "H", "Cl", "C", "C", "Cl", "H", "H", "H", "H", "Cl", "C", "C", "Cl", "H", "H", "H", "H", "Cl", "C", "C", "Cl", "H", "H", "H", "H", "Cl", "C", "C", "Cl", "H", "H", "H", "H"],
  "positions_angstrom": [[-1.33, -1.54, 5.22], [-2.84, -0.61, 3.74], [-3.48, 0.42, 4.58], [-4.84, -0.16, 4.72], [-4.78, -1.69, 4.40], [-3.70, -1.75, 3.46], [-2.40, -0.26, 2.68], [-5.36, 0.29, 3.86], [-5.30, -0.03, 5.70], [-5.63, -2.05, 3.79], [-4.63, -2.36, 5.26], [-0.05, -3.04, 0.59], [-1.13, -4.44, 0.88], [-1.40, -4.66, 2.35], [0.04, -5.21, 3.24], [-0.67, -5.32, 0.42], [-2.07, -4.23, 0.35], [-2.17, -5.43, 2.47], [-1.76, -3.74, 2.82], [-3.84, -6.57, -3.81], [-4.80, -5.21, -3.18], [-4.01, -4.32, -2.25], [-3.60, -5.13, -0.71], [-5.68, -5.62, -2.68], [-5.14, -4.63, -4.04], [-4.59, -3.43, -2.01], [-3.07, -4.00, -2.71], [-0.53, -4.06, -4.13], [0.41, -4.48, -2.67], [1.80, -3.91, -2.71], [2.83, -4.68, -3.95], [0.43, -5.57, -2.58], [-0.12, -4.08, -1.81], [2.29, -4.07, -1.75], [1.78, -2.84, -2.90], [4.56, -0.45, -4.70], [5.27, -0.72, -3.08], [4.41, -1.61, -2.22], [2.89, -0.82, -1.75], [5.42, 0.26, -2.62], [6.24, -1.17, -3.24], [4.94, -1.85, -1.30], [4.17, -2.54, -2.73], [-5.03, 2.15, 5.14], [-5.33, 3.76, 5.86], [-5.76, 4.79, 4.84], [-4.44, 5.22, 3.72], [-4.42, 4.07, 6.38], [-6.12, 3.64, 6.61], [-6.06, 5.71, 5.34], [-6.60, 4.44, 4.25], [1.43, 3.87, -1.32], [1.25, 2.40, -2.31], [1.09, 2.72, -3.78], [-0.47, 3.50, -4.14], [0.40, 1.84, -1.93], [2.15, 1.81, -2.16], [1.13, 1.80, -4.36], [1.89, 3.38, -4.13], [4.20, 6.53, -2.89], [3.71, 6.92, -1.22], [4.90, 7.21, -0.34], [5.88, 5.75, -0.02], [3.12, 6.10, -0.84], [3.07, 7.80, -1.28], [4.56, 7.58, 0.63], [5.55, 7.96, -0.78], [8.38, 1.10, -6.33], [8.13, 2.01, -4.82], [9.08, 1.58, -3.73], [8.72, -0.07, -3.15], [7.09, 1.89, -4.53], [8.30, 3.06, -5.06], [8.99, 2.24, -2.88], [10.11, 1.60, -4.07], [-5.20, -1.50, -3.06], [-3.79, -0.67, -3.76], [-3.81, -0.66, -5.27], [-3.56, -2.29, -5.94], [-2.89, -1.16, -3.38], [-3.80, 0.35, -3.38], [-3.00, -0.03, -5.64], [-4.75, -0.27, -5.66], [-1.25, 2.44, 8.00], [0.19, 1.55, 7.44], [0.70, 0.59, 8.48], [1.41, 1.42, 9.89], [0.95, 2.28, 7.16], [-0.10, 1.00, 6.55], [1.49, -0.03, 8.05], [-0.08, -0.07, 8.83]],
  "spin_multiplicity": 1,
  "total_charge": -1,
  "homo_lumo_gap_ev": 6.19
}

=====

4.
{
  "formula": "C22H45ClN4O4",
  "method": "ωB97M-V/def2-TZVPD",
  "species": ["C", "C", "C", "C", "C", "N", "C", "C", "N", "C", "C", "C", "Cl", "H", "H", "H", "H", "H", "H", "H", "H", "H", "H", "H", "H", "H", "H", "H", "C", "O", "C", "C", "N", "C", "C", "O", "C", "H", "H", "H", "H", "H", "H", "H", "H", "H", "H", "H", "H", "H", "H", "H", "C", "O", "C", "C", "N", "C", "C", "O", "C", "H", "H", "H", "H", "H", "H", "H", "H", "H", "H", "H", "H", "H", "H", "H"],
  "positions_angstrom": [[2.92, 2.46, 6.17], [1.74, 3.39, 5.70], [1.60, 3.56, 4.12], [1.88, 2.26, 3.26], [1.18, 0.97, 3.81], [0.92, -0.03, 4.35], [3.44, 2.02, 2.93], [3.94, 0.67, 3.58], [4.51, -0.12, 4.23], [3.73, 1.93, 1.37], [4.69, 3.09, 0.84], [3.96, 4.47, 0.61], [2.54, 4.34, -0.55], [3.08, 2.60, 7.28], [3.89, 2.72, 5.63], [2.73, 1.35, 6.01], [0.75, 3.10, 6.17], [1.96, 4.43, 6.11], [0.51, 3.84, 3.93], [2.20, 4.42, 3.71], [1.40, 2.45, 2.24], [4.04, 2.91, 3.33], [2.80, 1.94, 0.74], [4.27, 0.96, 1.12], [5.61, 3.25, 1.49], [5.08, 2.75, -0.17], [3.63, 4.99, 1.56], [4.69, 5.18, 0.12], [-3.37, -1.60, 0.53], [-1.97, -1.43, 0.41], [-1.29, -1.38, 1.67], [-0.46, -2.64, 1.88], [-1.30, -3.81, 2.10], [-0.58, -5.09, 2.04], [0.10, -5.46, 0.71], [-0.81, -5.73, -0.35], [-1.28, -4.58, -1.04], [-3.82, -1.43, -0.45], [-3.62, -2.63, 0.83], [-3.81, -0.89, 1.24], [-1.99, -1.22, 2.50], [-0.62, -0.53, 1.63], [0.20, -2.50, 2.74], [0.17, -2.77, 0.99], [-2.04, -3.83, 1.40], [-1.31, -5.87, 2.27], [0.17, -5.11, 2.84], [0.64, -6.39, 0.88], [0.85, -4.73, 0.40], [-0.53, -3.79, -1.09], [-2.20, -4.22, -0.59], [-1.52, -4.88, -2.06], [-1.48, 1.19, -2.07], [-0.75, 0.43, -3.02], [-1.18, -0.93, -3.12], [-1.90, -1.18, -4.44], [-3.20, -0.51, -4.48], [-3.81, -0.48, -5.81], [-3.06, 0.26, -6.93], [-2.99, 1.67, -6.75], [-1.95, 2.11, -5.90], [-0.96, 2.14, -1.93], [-2.49, 1.41, -2.44], [-1.54, 0.68, -1.11], [-1.81, -1.22, -2.26], [-0.28, -1.54, -3.09], [-2.04, -2.26, -4.57], [-1.24, -0.82, -5.24], [-3.09, 0.44, -4.16], [-4.79, -0.01, -5.69], [-4.00, -1.51, -6.14], [-3.63, 0.11, -7.85], [-2.06, -0.16, -7.12], [-1.06, 1.48, -5.97], [-2.29, 2.18, -4.87], [-1.67, 3.12, -6.21]],
  "spin_multiplicity": 1,
  "homo_lumo_gap_ev": 8.87,
  "smiles": "CCC[C@H](C#N)[C@@H](C#N)CCCCl.COCCNCCOC.COCCNCCOC"
}

=====

5.
{
  "formula": "C22H45N2O8PS3",
  "method": "ωB97M-V/def2-TZVPD",
  "species": ["C", "C", "C", "C", "C", "C", "C", "C", "C", "C", "N", "C", "C", "C", "C", "C", "S", "S", "C", "C", "C", "O", "S", "O", "O", "O", "C", "P", "O", "O", "O", "H", "H", "H", "H", "H", "H", "H", "H", "H", "H", "H", "H", "H", "H", "H", "H", "H", "H", "H", "H", "H", "H", "H", "H", "H", "H", "H", "H", "H", "H", "H", "H", "H", "H", "H", "H", "H", "H", "C", "N", "C", "C", "O", "H", "H", "H", "H", "H", "H", "H"],
  "positions_angstrom": [[3.83, -2.39, 1.25], [4.87, -1.53, 0.54], [4.38, -0.89, -0.77], [2.94, -0.34, -0.72], [1.89, -1.35, -1.21], [0.74, -0.85, -2.14], [-0.61, -0.87, -1.44], [-0.98, 0.43, -0.72], [-2.49, 0.51, -0.39], [-2.75, 0.41, 1.10], [-4.03, 0.97, 1.59], [-4.16, 0.69, 3.03], [-3.18, 1.53, 3.86], [-1.89, 0.80, 4.30], [-0.57, 1.44, 3.83], [-5.13, 0.54, 0.84], [-5.67, 1.33, -0.47], [-5.99, -0.97, 1.38], [-5.54, -2.08, 0.01], [-6.70, -3.04, -0.27], [-6.21, -4.36, -0.88], [0.63, -1.83, -3.25], [1.76, -1.55, -4.32], [2.88, -2.39, -4.13], [1.14, -1.46, -5.60], [2.15, -0.10, -3.79], [1.08, 0.41, -2.96], [-0.20, 1.25, -4.02], [-0.70, 2.45, -3.34], [-1.33, 0.23, -4.48], [0.62, 1.46, -5.35], [3.03, -1.79, 1.68], [4.29, -2.96, 2.06], [3.40, -3.12, 0.56], [5.73, -2.17, 0.29], [5.26, -0.76, 1.21], [5.05, -0.06, -1.01], [4.47, -1.60, -1.59], [2.93, 0.58, -1.30], [2.73, -0.05, 0.31], [2.37, -2.19, -1.71], [1.39, -1.77, -0.34], [-0.63, -1.70, -0.74], [-1.36, -1.10, -2.21], [-0.71, 1.30, -1.31], [-0.41, 0.48, 0.21], [-3.01, -0.31, -0.91], [-2.90, 1.44, -0.77], [-1.97, 0.97, 1.61], [-2.66, -0.63, 1.44], [-5.18, 0.92, 3.33], [-3.99, -0.38, 3.23], [-2.92, 2.42, 3.28], [-3.72, 1.86, 4.75], [-1.92, -0.23, 3.94], [-1.87, 0.73, 5.39], [0.12, 0.69, 3.44], [-0.75, 2.16, 3.02], [-0.07, 1.97, 4.64], [-5.30, -1.49, -0.87], [-4.66, -2.65, 0.31], [-7.20, -3.26, 0.68], [-7.44, -2.55, -0.90], [-7.00, -4.83, -1.47], [-5.35, -4.20, -1.53], [-5.93, -5.06, -0.10], [1.51, 1.21, -2.37], [-2.05, 0.20, -3.82], [0.04, 1.49, -6.13], [6.00, 4.17, 0.21], [5.35, 3.14, 0.98], [6.10, 2.41, 1.99], [4.05, 2.83, 0.81], [3.45, 1.97, 1.43], [6.84, 3.75, -0.36], [6.38, 4.96, 0.85], [5.29, 4.60, -0.49], [6.11, 1.35, 1.77], [5.65, 2.55, 2.98], [7.12, 2.79, 2.01], [3.56, 3.43, 0.02]],
  "spin_multiplicity": 1,
  "homo_lumo_gap_ev": 8.02,
  "smiles": "CCCCC[C@]1(CCCCN(CCCC)C(=S)SCCC)OS(=O)(=O)O[C@H]1P(=O)(O)O.CN(C)C=O"
}

=====

6.
{
  "formula": "C22H45N2P3SSc",
  "method": "ωB97M-V/def2-TZVPD",
  "species": ["Sc", "P", "P", "P", "H", "C", "C", "H", "C", "C", "C", "C", "C", "C", "C", "C", "C", "H", "H", "H", "H", "H", "H", "H", "H", "H", "H", "H", "H", "H", "H", "H", "H", "H", "H", "H", "H", "H", "H", "H", "H", "H", "H", "H", "H", "H", "C", "C", "C", "C", "C", "C", "S", "H", "H", "H", "H", "H", "H", "C", "C", "C", "C", "N", "N", "C", "H", "H", "H", "H", "H", "H", "H", "H"],
  "positions_angstrom": [[-0.14, -0.02, 0.01], [1.71, 1.78, 0.75], [-1.93, 0.52, 1.95], [-1.33, 2.28, -0.92], [-0.04, -1.18, -4.33], [0.65, -0.59, -3.72], [2.03, -0.58, -4.35], [2.42, -1.60, -4.41], [3.29, 0.99, 1.29], [1.36, 2.86, 2.20], [2.34, 2.99, -0.47], [-3.52, -0.32, 1.58], [-1.60, -0.22, 3.60], [-2.55, 2.14, 2.54], [-0.71, 2.70, -2.59], [-1.30, 3.94, -0.16], [-3.12, 2.06, -1.26], [0.26, 0.43, -3.66], [1.91, -0.21, -5.37], [3.39, 0.03, 0.78], [3.30, 0.82, 2.38], [4.13, 1.64, 1.01], [0.97, 2.26, 3.04], [0.62, 3.62, 1.94], [2.29, 3.36, 2.51], [2.39, 2.51, -1.46], [3.36, 3.28, -0.17], [1.71, 3.88, -0.53], [-4.17, -0.25, 2.47], [-3.32, -1.38, 1.35], [-4.02, 0.14, 0.72], [-2.51, -0.13, 4.21], [-0.78, 0.32, 4.10], [-1.32, -1.27, 3.50], [-3.14, 1.98, 3.45], [-3.18, 2.63, 1.79], [-1.70, 2.79, 2.79], [-1.38, 3.45, -3.02], [-0.70, 1.82, -3.25], [0.31, 3.10, -2.53], [-1.89, 4.61, -0.81], [-0.28, 4.32, -0.10], [-1.74, 3.92, 0.84], [-3.42, 2.81, -2.01], [-3.72, 2.18, -0.35], [-3.31, 1.06, -1.67], [0.70, -1.24, -2.35], [-0.71, -1.08, -1.81], [-1.63, -2.13, -2.01], [-1.19, -3.39, -2.39], [0.19, -3.66, -2.52], [1.13, -2.67, -2.45], [2.10, -0.34, -1.64], [2.81, 0.02, -3.84], [-1.10, -0.04, -1.92], [-2.69, -1.94, -1.83], [-1.90, -4.19, -2.60], [0.51, -4.69, -2.69], [2.19, -2.86, -2.57], [0.99, -4.98, 0.47], [1.04, -3.67, 1.13], [1.74, -3.17, 2.23], [1.36, -1.84, 2.40], [0.50, -1.51, 1.39], [0.28, -2.66, 0.70], [1.70, -0.93, 3.50], [1.50, -5.72, 1.11], [-0.05, -5.31, 0.31], [1.49, -4.96, -0.50], [2.44, -3.71, 2.84], [-0.44, -2.75, -0.02], [2.79, -0.94, 3.67], [1.39, 0.10, 3.30], [1.22, -1.25, 4.44]],
  "spin_multiplicity": 1,
  "total_charge": 3,
  "homo_lumo_gap_ev": [5.06, 5.05],
  "de_lowest_ev": 1.857
}

=====

Values of E, in order: -33584.14291; -57742.48350; -286869.61031; -50211.84684; -84699.63592; -85900.71074, all in eV.